[1]
{
  "formula": "C48H56F4N2O3",
  "method": "the ωB97M-V functional and the def2-TZVPD basis",
  "total_energy_ha": -2597.2288,
  "homo_energy_ev": -8.870,
  "homo_lumo_gap_ev": 8.203,
  "smiles": "CCCCCCCCCCCCc1c(CC=O)cc(NCC)c2c1C(=O)NC2=O.Fc1ccccc1.Fc1ccccc1.Fc1ccccc1.Fc1ccccc1",
  "e_lumo_ev": -0.67,
  "species": ["F", "F", "F", "F", "O", "O", "O", "N", "N", "C", "C", "C", "C", "C", "C", "C", "C", "C", "C", "C", "C", "C", "C", "C", "C", "C", "C", "C", "C", "C", "C", "C", "C", "C", "C", "C", "C", "C", "C", "C", "C", "C", "C", "C", "C", "C", "C", "C", "C", "C", "C", "C", "C", "C", "C", "C", "C", "H", "H", "H", "H", "H", "H", "H", "H", "H", "H", "H", "H", "H", "H", "H", "H", "H", "H", "H", "H", "H", "H", "H", "H", "H", "H", "H", "H", "H", "H", "H", "H", "H", "H", "H", "H", "H", "H", "H", "H", "H", "H", "H", "H", "H", "H", "H", "H", "H", "H", "H", "H", "H", "H", "H", "H"],
  "positions_angstrom": [[-0.60391, -5.45658, -2.09719], [-0.94782, -6.75753, 1.77877], [-1.89331, 8.08154, 4.48264], [-4.86052, -1.61409, -9.73576], [4.56804, 0.96671, 1.05787], [2.17563, -2.86811, 1.50919], [-1.59373, 0.20277, -5.13285], [3.86085, -1.25874, 1.08207], [3.04206, 2.43933, -1.30066], [-0.17659, -7.39906, -0.83407], [0.74839, -1.31444, -1.05458], [2.57656, -1.92639, 0.89693], [-0.25859, 5.49515, 1.00977], [3.81725, 0.13627, 0.65668], [0.01530, -6.50160, 2.69255], [-0.65923, 0.01478, -4.39880], [0.55144, 5.78622, 2.35196], [2.25919, 1.23354, -1.30400], [1.89193, 4.94773, 2.31149], [-1.39348, 0.08986, 0.97227], [-0.01263, -2.67393, -0.81008], [-2.19348, -2.01472, -7.32531], [-0.93107, 7.71152, 6.60001], [-0.81527, -2.45944, 0.55084], [-1.57350, 1.47624, 3.21180], [1.09129, 8.87482, 7.18773], [1.01332, -5.59287, 2.39257], [2.64580, 0.18880, -0.36028], [-1.60603, 3.04345, 2.95234], [1.99888, -5.32941, 3.33499], [-1.88616, -1.31154, 0.39155], [-0.02044, -7.15653, 3.90936], [-1.73900, 5.02519, 1.25802], [1.09182, 9.50587, 5.94942], [0.82427, -8.61823, -3.12797], [0.34704, -7.31543, -3.18788], [-3.79581, -2.13048, -9.09708], [-3.22963, -3.30295, -9.56359], [1.11897, 0.94763, -2.15529], [-2.12659, -3.83222, -8.90684], [0.08540, 9.23415, 5.03191], [0.29140, -8.70567, -0.78006], [1.80690, 4.08745, -2.83502], [0.36604, -0.31309, -2.03529], [1.97797, -5.98595, 4.56060], [0.08231, 7.97656, 7.51185], [-1.61069, -3.19012, -7.78743], [1.91813, -1.07232, -0.22011], [-2.33315, 0.61120, 2.14118], [-0.14508, -6.72216, -2.03950], [3.07466, 3.12060, -2.60707], [0.79356, -9.31362, -1.92487], [-3.28968, -1.47859, -7.98735], [-1.86548, 3.45361, 1.45668], [-0.87843, -0.56807, -2.94696], [-0.91617, 8.34160, 5.36894], [0.97102, -6.90018, 4.84676], [-2.93768, 3.21367, 1.21772], [2.65815, 5.38977, 3.00292], [0.78878, 1.67873, -2.91965], [-3.25647, 1.11062, 1.75451], [-0.08576, -2.12735, 1.32633], [-1.24414, -3.44249, 0.87468], [0.85415, 6.86570, 2.43746], [1.03994, 3.79476, -2.07308], [-2.32664, 5.30627, 0.34008], [-2.11554, 1.31296, 4.18692], [0.26416, -9.24997, 0.15657], [-3.75190, -0.56010, -7.64735], [0.95825, -7.41383, 5.80046], [2.74946, -5.78327, 5.29418], [-1.15501, 2.96573, 0.74635], [-0.75209, -3.60576, -7.27248], [2.30439, 4.97094, 1.27284], [-0.31471, 0.08968, 1.25452], [-2.79251, -1.61806, 0.97211], [0.08456, 7.48185, 8.47548], [-2.18398, 5.59278, 2.11139], [1.01673, -5.09784, 1.42970], [0.40067, 0.28397, -4.68779], [1.74724, 3.88612, 2.62908], [0.32593, 4.81899, 0.34065], [3.95595, 3.82161, -2.56641], [-0.67697, -2.95609, -1.65457], [-2.16217, -1.18214, -0.68317], [1.16227, -10.33181, -1.88043], [2.11539, 5.15107, -2.73279], [2.78053, -4.61485, 3.11451], [-1.73013, 7.02081, 6.83898], [-0.08568, 5.57383, 3.24362], [1.44512, 3.89113, -3.87769], [0.07373, 9.70999, 4.05910], [-1.66955, -4.74551, -9.26847], [3.26149, 2.44563, -3.47175], [1.21916, -9.09132, -4.01882], [1.87677, 10.20890, 5.69876], [2.66286, 3.03654, -0.56386], [-1.79395, -1.51681, -6.45136], [1.87967, 9.08454, 7.90097], [-1.52809, 0.81476, 0.11914], [-1.82548, -0.16520, -2.50989], [-0.56424, -6.90774, 0.05597], [-1.05944, -1.66696, -3.10722], [-0.58493, 3.42494, 3.23303], [-3.65093, -3.79362, -10.43213], [0.35496, -6.76008, -4.11789], [-0.52031, 1.15388, 3.39605], [-2.67749, -0.32161, 2.67410], [-0.31683, 6.48650, 0.47703], [4.49511, -1.81669, 0.50302], [-0.81781, -7.85928, 4.11767], [-2.34730, 3.55946, 3.60945], [0.80239, -3.42627, -0.63138]]
}

=====

[2]
{
  "formula": "C48H56MoN7OS2",
  "method": "the ωB97M-V functional and the def2-TZVPD basis",
  "total_energy_ha": -3185.4363,
  "total_charge": 1,
  "homo_energy_ev": [-8.648, -9.319],
  "homo_lumo_gap_ev": [5.321, 5.383],
  "e_lumo_ev": [-3.33, -3.94],
  "multiplicity": 3,
  "de_lowest_ev": 0.751,
  "species": ["Mo", "S", "S", "O", "N", "N", "N", "N", "N", "N", "N", "C", "C", "C", "C", "C", "C", "C", "C", "C", "C", "C", "C", "C", "C", "C", "C", "C", "C", "C", "C", "C", "C", "C", "C", "C", "C", "C", "C", "C", "C", "C", "C", "C", "C", "C", "C", "C", "C", "C", "C", "C", "C", "C", "C", "C", "C", "C", "C", "H", "H", "H", "H", "H", "H", "H", "H", "H", "H", "H", "H", "H", "H", "H", "H", "H", "H", "H", "H", "H", "H", "H", "H", "H", "H", "H", "H", "H", "H", "H", "H", "H", "H", "H", "H", "H", "H", "H", "H", "H", "H", "H", "H", "H", "H", "H", "H", "H", "H", "H", "H", "H", "H", "H", "H"],
  "positions_angstrom": [[-0.61762, 0.45594, 0.23140], [0.47583, 0.20191, -2.07794], [2.52275, -1.39426, -3.54077], [-5.77063, 3.36291, -3.67504], [-1.99987, 1.05881, -1.18192], [2.72038, -0.93350, -1.00333], [-3.57304, 1.87228, -2.86804], [-0.21561, -0.59036, 3.15522], [1.08987, -0.34045, 1.16506], [-1.89960, 1.53511, 1.45071], [0.50216, 2.08652, 0.47606], [3.81758, -1.71692, -1.36186], [-3.53917, 3.13793, 1.60332], [1.64848, 0.76236, 1.96277], [1.29957, -1.74663, 1.31090], [0.75290, -4.20546, -1.44360], [0.49285, -2.43416, 0.31676], [-3.83361, 2.15200, 2.49804], [4.80639, -2.15966, -0.48367], [1.36938, -2.27340, 2.59479], [-2.50265, 0.26262, 3.51054], [-4.28255, 4.42062, 1.38051], [-1.39595, -0.52396, 3.84508], [0.44405, -3.37706, 5.50161], [0.68531, -3.90421, 0.05591], [1.01580, 5.69881, 1.09398], [-0.09950, -2.21066, 4.72146], [0.42261, 6.11343, 2.44986], [-3.36073, 3.14731, -3.57924], [-1.33827, 3.67631, 0.45024], [-2.73673, 1.19202, 2.48000], [-1.29632, -1.53467, 4.87251], [1.97031, -0.68261, -2.02730], [-5.04178, 2.05149, 3.37788], [2.04049, 3.35325, 1.50560], [-2.26764, 2.80451, 1.00614], [4.93528, -2.84005, -3.21460], [0.20920, 0.24084, 2.14388], [5.90935, -3.27089, -2.33036], [-2.75720, 1.42095, -1.96637], [1.61342, 2.05318, 1.23781], [1.08280, 4.20801, 0.93323], [3.27188, 3.73899, 2.27418], [0.55142, -1.67333, 3.57348], [-0.53242, -1.63559, -0.06775], [-4.85237, 1.19464, -3.17180], [-2.32433, -0.69479, 7.01933], [-4.56638, 4.03180, -3.33187], [0.52857, -3.14527, 7.01574], [5.84386, -2.93194, -0.97388], [-2.35795, -1.75538, 5.90946], [-3.98393, 5.47093, 2.46257], [-6.00809, 0.95816, 2.90476], [-5.96589, 2.18461, -2.91004], [3.89240, -2.06331, -2.71491], [4.54557, 3.64820, 1.42327], [-1.87234, -2.04105, -0.63857], [-2.49383, -3.30019, -0.02191], [0.05556, 3.38886, 0.39504], [-3.33902, -1.74945, 5.42663], [0.83117, -5.28051, -1.61426], [-0.45044, -3.17306, 7.49224], [-0.60134, 5.74663, 2.55121], [1.14039, -3.91931, 7.48047], [-4.73881, 1.84719, 4.40755], [-5.53274, -0.02518, 2.93681], [-1.79966, -2.12212, -1.72688], [0.41315, 7.20019, 2.56177], [1.44953, -3.58640, 5.13472], [-4.95324, 0.30012, -2.56270], [-3.32708, 0.16536, 4.20914], [-0.11209, -4.48621, 0.52190], [4.66061, 2.64563, 1.00487], [-2.29158, -3.35134, 1.04968], [6.62095, -3.27599, -0.30055], [-0.15120, -4.26978, 5.29509], [-3.11620, -0.87058, 7.75120], [-5.55834, 3.01166, 3.39694], [-6.32283, 1.14649, 1.87481], [1.00440, 5.69073, 3.27233], [-2.10433, -4.20536, -0.48994], [-0.13607, -3.83971, -1.96609], [-2.91606, 5.69578, 2.49943], [-4.84055, 0.91604, -4.22442], [0.41937, 6.12580, 0.28536], [-5.35465, 4.21816, 1.35795], [-5.99133, 2.42949, -1.84177], [-1.36519, -0.71812, 7.54245], [-2.44622, 3.61564, -3.22624], [-2.58047, -1.22175, -0.46010], [-3.26453, 2.92905, -4.64191], [-4.52132, 6.40022, 2.26747], [-2.45459, 0.30846, 6.60608], [1.62104, -4.21880, 0.52386], [2.01856, 6.11989, 0.99525], [-4.27854, 5.10511, 3.44767], [-1.64442, 4.71343, 0.34261], [-3.57548, -3.29631, -0.16211], [5.43283, 3.87804, 2.01740], [4.98054, -3.10377, -4.26449], [-6.90225, 0.92552, 3.53195], [4.50184, 4.35131, 0.58960], [0.98463, -2.17771, 7.23497], [-4.01995, 4.82630, 0.40175], [-6.92464, 1.76110, -3.19887], [-4.59312, 4.33660, -2.27922], [4.74932, -1.89053, 0.56748], [6.72986, -3.87736, -2.69290], [1.67039, -3.30600, 2.73189], [-2.24083, -2.74641, 6.34727], [2.41663, 0.51480, 2.68218], [3.37335, 3.09052, 3.14975], [1.62394, -3.72247, -1.89578], [-4.50361, 4.91900, -3.95789], [3.15774, 4.75632, 2.65397]]
}